[1]
109
Properties=species:S:1:pos:R:3:forces:R:3 method="wB97M-V/def2-TZVPD" charge=+2 homo_ev="-11.321 / -11.321" e_tot_ha=-5406.6402 molar_mass_g_mol=973.1 e_lumo_ev="-7.92 / -9.57" multiplicity=2 homo_lumo_gap_ev="3.405 / 1.755"
N 3.2950 20.5998 -17.5980 0.13 -0.42 0.83
F 10.0998 13.9874 -18.7618 -0.94 0.68 0.49
C 5.9709 10.4764 -14.7395 1.31 -1.25 1.35
H 8.3732 8.3594 -12.8725 -0.31 0.02 -0.08
N 8.0049 15.1387 -17.9660 3.57 -3.24 -1.02
C 9.7055 19.7901 -17.7462 -0.76 -0.24 -0.15
N 6.7083 8.0691 -15.0468 3.46 -5.04 -3.65
O 4.2344 18.5255 -18.2615 -0.67 3.11 2.23
C 4.2182 19.4114 -17.4083 1.21 -3.07 -1.84
H 8.9010 20.5079 -17.5862 -0.54 -0.23 -0.69
H 10.5629 20.4564 -17.8417 0.46 -0.84 -0.57
C 8.0358 20.2404 -20.2560 0.24 2.02 -2.15
H 4.4447 19.2314 -15.2636 0.34 0.27 0.17
H 5.7960 18.5906 -16.2885 -0.49 -0.55 0.23
H 6.7258 10.3953 -12.5405 0.52 0.14 -0.60
H 10.0505 17.0987 -17.9143 0.23 0.19 0.17
C 5.4226 8.7428 -12.9881 0.02 0.65 -1.18
H 4.4502 8.7097 -13.4795 -0.17 -0.48 -0.02
H 5.7566 20.2401 -16.1261 -0.57 0.64 0.49
H 3.7705 21.4457 -17.3181 0.36 0.41 0.45
H 7.3329 14.7142 -19.4194 0.54 0.67 1.36
H 11.9107 18.4562 -20.0583 -0.68 0.23 -0.25
O 8.9887 12.7812 -17.0856 -0.53 1.28 -0.22
C 10.1761 17.5383 -18.9038 2.44 0.96 0.45
O 7.0182 7.1036 -15.9277 -2.41 5.96 5.44
S 7.5979 15.4580 -16.5499 -4.94 4.78 6.58
C 5.3598 14.2780 -19.9473 -3.36 -1.32 -2.60
S 13.6008 19.2266 -14.5555 5.48 7.42 -0.27
H 10.3320 19.9496 -20.4970 -0.48 0.64 0.13
C 2.0184 20.4395 -16.7543 0.69 0.36 -1.44
H 4.6166 16.2356 -20.8702 0.31 -0.36 -0.10
S 9.2976 14.1615 -17.3557 3.86 -2.64 -2.59
H 12.4829 16.2603 -20.4185 -0.01 0.31 -0.22
C 5.8958 10.1736 -13.2114 -0.41 0.69 0.14
S 12.5382 17.2584 -15.2324 0.97 -5.85 -0.02
H 12.1691 18.4728 -18.3775 -0.50 -0.31 0.48
H 5.0122 16.2963 -19.1102 0.32 0.12 -0.20
H 9.1490 8.9984 -14.8381 -0.14 -0.01 0.08
O 6.4751 15.9819 -13.2878 -1.00 -1.84 3.03
H 5.0192 6.2081 -12.6284 0.43 0.04 0.06
O 12.5668 20.1537 -14.9380 0.14 -0.51 -0.56
O 5.6268 17.5814 -10.8070 0.69 -3.51 -1.58
H 6.0829 9.4196 -17.3209 -0.25 0.01 0.21
H 12.2237 15.7278 -18.8177 -0.28 0.30 0.49
H 1.5393 19.5639 -17.1924 -0.14 -0.03 0.58
H 6.1363 19.1215 -19.9354 0.20 0.06 -0.16
O 8.2301 16.7011 -16.0510 -1.09 -3.05 -0.24
O 3.9806 15.7386 -11.0556 3.35 -0.48 -0.61
N 9.3849 18.7950 -18.9381 -2.06 1.01 0.00
H 6.6722 20.0943 -18.5635 -0.05 0.27 -0.17
H 7.4653 7.5806 -11.6202 -0.70 -0.18 -0.25
O 7.1657 14.3175 -15.6879 1.64 2.99 -2.04
H 8.3605 10.2931 -13.8363 0.20 -0.38 0.01
C 7.0137 19.5020 -19.4124 0.97 -0.50 0.27
H 5.2550 8.4990 -11.9390 0.23 -0.01 -0.08
O 14.8227 19.1296 -15.3704 -2.47 0.31 0.71
H 6.1038 5.5013 -13.9027 -0.12 -0.16 0.33
F 14.1101 19.8872 -13.1984 0.37 0.41 -0.02
C 7.4335 12.9192 -20.4091 -0.10 0.59 -0.73
H 7.1465 12.3328 -19.5362 -0.12 0.07 -0.30
H 4.6849 6.4244 -14.3233 0.02 0.20 -0.06
H 3.0130 20.7815 -18.5506 0.05 -0.58 -0.73
H 9.7357 16.8200 -19.5953 0.23 0.26 -0.46
C 7.6457 7.5673 -12.6951 0.63 -0.43 -1.52
O 10.2088 14.8885 -16.5291 -1.24 -0.49 -0.58
C 11.7138 17.8681 -19.1619 -1.30 -0.23 -0.17
H 13.5276 16.8203 -19.0987 0.09 -0.19 -0.21
H 3.6180 15.4221 -19.6217 -0.05 0.08 -0.33
C 8.4639 9.8461 -14.8250 0.22 0.39 0.10
H 9.3324 18.6596 -21.0530 -0.22 -0.11 0.05
C 5.4955 6.3529 -13.5980 1.04 0.17 -0.98
C 6.3633 7.6487 -13.6067 -1.94 0.55 1.37
H 7.1375 14.9288 -21.0144 -0.25 0.10 -0.54
H 2.3294 20.3687 -15.7120 -0.50 0.08 -0.16
N 6.7046 15.0696 -10.8810 -2.15 1.69 0.26
O 5.2746 13.8511 -12.7029 0.84 2.10 1.51
H 8.1413 6.6407 -12.9847 0.15 -0.10 0.30
F 7.6110 13.9041 -12.7907 -1.42 1.54 1.15
H 7.6829 18.2252 -17.7902 0.04 -0.35 -0.10
H 1.4917 21.3374 -17.0774 -0.51 -0.12 0.91
C 9.3644 19.4759 -20.3313 -0.16 -0.69 1.70
H 6.2148 11.5083 -14.9918 0.23 0.00 0.18
H 9.7385 19.2457 -16.8025 0.51 -0.49 -0.34
F 11.7649 16.0801 -14.4320 0.27 0.88 -0.12
S 5.3534 16.1318 -10.7291 -4.44 6.63 6.67
H 6.9584 12.6243 -21.3447 0.29 -0.81 0.30
N 6.9049 14.3183 -20.2442 -1.78 -1.69 0.41
C 5.0721 19.3919 -16.1403 0.02 -0.09 -1.48
H 8.5201 12.9513 -20.4886 -0.14 0.09 -0.05
C 7.0491 9.6995 -16.9011 -0.19 -0.99 -1.29
C 12.4969 16.6156 -19.3881 1.03 -1.20 0.18
O 4.7135 13.2215 -20.0389 3.56 3.85 0.92
H 8.1393 21.2929 -19.9919 0.45 -0.14 0.86
O 13.4898 16.4691 -16.0371 -1.58 1.94 1.40
C 7.8663 18.3802 -18.8534 1.15 -0.17 1.58
H 7.6906 20.4516 -21.2681 -0.18 -0.66 -0.31
H 4.9360 10.3081 -15.0374 0.22 -0.33 -0.82
C 7.0869 9.5491 -15.4198 -2.13 0.52 0.55
H 8.9271 10.6211 -15.4356 -0.15 0.02 -0.24
N 13.2238 17.9663 -13.8687 -3.73 -5.05 -1.90
O 11.4707 17.8740 -15.9747 0.17 0.47 0.49
H 7.2412 10.7149 -17.2479 0.29 0.01 0.50
F 6.1647 16.1179 -16.9649 -0.48 -0.31 -0.20
H 5.1308 10.8676 -12.8632 -0.23 -0.14 0.27
H 7.8193 17.4112 -19.3503 -0.18 0.26 -0.16
S 6.3016 14.8320 -12.3612 3.84 -5.04 -9.74
F 5.3372 16.0475 -9.1446 0.32 -1.09 -0.70
H 7.7409 9.0022 -17.3736 0.31 0.28 -0.07
C 4.6299 15.6865 -19.9287 0.63 -1.68 1.43

---

[2]
8
Properties=species:S:1:pos:R:3:forces:R:3 method="wB97M-V/def2-TZVPD" charge=0 homo_ev="-9.615 / -9.616" e_tot_ha=-602.2575 molar_mass_g_mol=89.1 e_lumo_ev="-1.14 / -1.14" homo_lumo_gap_ev="8.471 / 8.471"
N 1.1305 0.3025 -0.3598 -0.90 -1.38 -1.66
S -1.3322 -1.3504 -0.1394 0.84 -1.63 -0.36
N -1.3844 1.3532 0.4301 -0.22 -0.99 -0.05
H 0.6606 -1.0309 1.0251 1.08 0.27 -1.48
C -1.5036 0.2024 0.2402 -0.25 2.57 0.38
H 0.6285 0.9518 0.2319 0.00 0.59 0.28
H 0.9037 0.5822 -1.4096 0.91 -1.37 2.73
N 0.8969 -1.0108 -0.0185 -1.48 1.93 0.16

---

[3]
78
Properties=species:S:1:pos:R:3:forces:R:3 method="wB97M-V/def2-TZVPD" charge=-1 homo_ev="-3.739 / -3.162" e_tot_ha=-4393.4959 molar_mass_g_mol=646.9 e_lumo_ev="2.48 / 2.48" multiplicity=5 homo_lumo_gap_ev="6.215 / 5.637"
H 0.4180 -5.7390 1.4742 -0.08 -0.03 -0.05
C 3.3406 3.1068 0.5567 -0.24 -0.12 0.12
H 5.2860 3.8978 0.9686 0.03 0.04 0.05
H -0.6700 7.3056 1.1731 -0.02 0.02 0.00
H -4.8076 -4.0519 1.6743 -0.08 0.00 0.04
C -0.0026 1.1199 -2.5024 -0.61 -0.88 0.56
H 1.5080 -4.3779 1.2276 -0.05 0.16 -0.10
C -4.5832 3.2287 -0.3111 0.27 0.34 0.67
N -2.2789 1.6680 -0.0835 -2.19 1.38 -1.11
H 2.8215 0.4753 -1.4679 0.07 0.05 0.15
C 2.6019 2.1046 1.0378 0.08 0.39 0.00
H -0.5293 2.0170 -2.8546 -0.01 0.15 -0.01
H 0.0019 6.2070 3.2878 -0.01 0.02 0.04
O -0.6298 0.1814 -1.9809 0.55 0.69 -1.62
C 2.5249 -8.2751 1.0204 0.07 0.00 -0.06
H 2.5312 2.8026 -2.4000 0.07 0.07 0.09
H 5.3007 2.1878 0.5662 0.01 -0.09 0.02
H 2.4914 -0.0252 1.0795 -0.15 -0.06 -0.09
Cl -1.3635 0.2967 2.3881 -0.40 -0.18 1.68
C -4.5913 -2.8004 -0.7847 0.08 -0.03 0.14
C 1.0867 2.2056 1.1537 -0.22 -0.59 -0.77
H 1.0592 -6.6931 -1.5168 -0.08 -0.01 0.04
Si 2.5397 -6.4958 0.4542 -0.21 0.46 0.14
H 0.7976 3.8712 3.2689 0.00 -0.05 0.03
H 2.7414 -6.9362 -1.9774 0.09 -0.09 -0.04
Fe -0.8571 0.2037 0.1288 0.50 -0.56 0.57
H 1.5219 -8.6961 0.9416 -0.10 0.02 -0.02
H 5.0601 3.3977 -0.6892 0.02 -0.01 -0.08
H -2.9295 0.7640 -1.9061 0.56 -0.16 0.15
C 1.9532 2.3483 -3.2050 -0.10 -0.15 0.18
H -2.0312 -2.2582 1.3641 0.15 0.07 0.09
H -5.6110 -2.6959 -0.4131 -0.08 0.02 0.03
C 4.8163 3.1344 0.3434 0.24 0.02 -0.06
H 2.8307 4.0297 0.3017 -0.04 0.06 -0.01
C -5.1597 2.0873 -2.4137 -0.22 -0.07 -0.38
H 0.8096 1.7621 2.1166 -0.05 -0.02 0.20
N -5.8760 1.9110 -3.3034 0.42 0.12 0.53
H 4.1483 0.5878 1.1687 0.12 -0.01 -0.05
C 0.4977 4.3480 2.3437 0.01 0.05 -0.06
H -3.7332 -5.0038 0.6396 0.01 -0.08 -0.05
C 0.1667 4.2461 -0.0209 -0.01 0.06 0.05
H 2.6225 2.1085 -4.0300 0.06 -0.03 -0.09
N -3.6634 -2.9341 0.3195 -0.23 -0.21 -0.05
C 0.5704 3.6257 1.1564 0.10 0.17 0.07
C -0.3286 6.2780 1.1686 -0.03 0.01 0.02
H -1.9579 2.7163 1.7489 0.44 -0.43 -0.29
H -0.5702 6.0330 -0.9492 -0.03 0.01 -0.02
H -4.5436 -3.6810 -1.4253 0.01 -0.07 -0.06
N 1.3046 1.1491 -2.7205 0.24 0.02 -0.30
C -0.2723 5.5622 -0.0199 0.01 0.00 0.03
H 3.1919 -8.8878 0.4166 0.07 -0.05 -0.07
C 2.0788 -6.3440 -1.3489 0.10 -0.08 0.08
H 2.7821 -0.2792 -3.0781 0.07 -0.03 -0.11
H 1.7653 -5.4754 2.5771 0.06 -0.04 0.10
C 0.0509 5.6613 2.3541 0.00 0.02 -0.03
H 0.1934 3.6712 -0.9347 0.02 -0.11 -0.07
C -4.2669 2.3038 -1.3008 0.01 -0.20 0.06
C 2.1750 0.0859 -2.2501 -0.11 0.13 -0.01
Cl 0.4766 -1.6812 0.3729 0.79 -1.46 -0.01
H 1.5773 -0.7139 -1.8321 -0.12 -0.11 0.12
H 1.2113 3.0624 -3.5515 -0.09 0.06 -0.03
Cl 4.5117 -5.7956 0.6533 -0.15 -0.17 -0.04
H -5.4968 3.8096 -0.3695 0.05 -0.04 -0.09
H -4.3247 -1.9221 -1.3599 0.04 0.08 -0.04
H 2.1370 -5.3107 -1.6865 -0.01 0.11 0.08
H -3.9751 4.0895 1.5607 0.11 0.03 0.01
H 3.0761 0.6879 2.5596 -0.03 0.03 0.07
O 0.5338 1.4611 0.1061 1.34 1.57 0.28
H 2.8424 -8.3624 2.0580 0.03 0.05 0.09
H -3.0644 -4.0523 1.9701 0.08 0.04 0.05
C -2.5691 2.6021 0.8670 -1.05 -0.32 -1.35
O -2.5004 -1.0573 -0.2076 -1.03 -1.42 0.23
C -3.1173 1.5244 -1.1666 0.24 1.06 1.87
C -3.8268 -4.0719 1.1979 0.00 0.11 -0.11
C 3.1208 0.7720 1.4710 0.10 -0.10 0.04
C -3.7248 3.3896 0.7761 -0.11 -0.44 -0.73
C 1.4597 -5.4214 1.5338 0.24 -0.22 -0.14
C -2.6805 -2.0510 0.5151 0.35 1.01 -0.56

---

[4]
19
Properties=species:S:1:pos:R:3:forces:R:3 method="wB97M-V/def2-TZVPD" charge=+1 homo_ev=-13.690 e_tot_ha=-2863.5834 molar_mass_g_mol=177.1 e_lumo_ev=-4.68 homo_lumo_gap_ev=9.009
H 2.0225 0.9452 -0.9316 1.75 1.35 1.98
H -2.3238 0.1001 0.6664 -1.07 -0.09 -2.85
H -0.2328 1.0604 0.1220 0.08 -0.30 3.11
N -0.3646 0.6774 1.1947 -1.37 -0.32 -1.09
H 1.4253 -2.1335 -1.7547 -0.14 1.80 0.06
H 0.2928 -0.4464 2.7172 -0.25 -1.04 1.68
H -2.2584 1.2508 1.9601 0.66 -1.37 -0.30
H 1.7496 0.3977 -2.5235 0.03 0.28 -0.65
H -1.1710 -1.5130 -1.3261 -2.85 -1.77 -0.06
Br -1.2360 1.9576 -1.7940 0.90 -1.22 0.49
C 0.5378 0.1848 1.9367 -0.40 1.95 -2.29
H -1.8067 -0.5535 2.0187 0.04 -0.91 1.62
H 1.4794 0.5104 1.6339 1.99 -0.10 0.20
C -0.0448 0.3700 -1.3515 -2.00 1.88 -2.21
C 1.1212 -1.1983 -1.1721 0.36 -1.44 0.01
C -1.7620 0.3448 1.4830 0.21 2.64 1.66
C -0.3880 -0.9033 -1.1740 4.54 2.25 -0.76
C 1.4443 0.3302 -1.4993 -2.66 -3.10 -1.95
H 1.5152 -1.3814 -0.2059 0.20 -0.50 1.35

---

[5]
14
Properties=species:S:1:pos:R:3:forces:R:3 method="wB97M-V/def2-TZVPD" charge=0 homo_ev="-8.175 / -7.847" e_tot_ha=-839.7461 molar_mass_g_mol=118.1 e_lumo_ev="-0.47 / -0.83" homo_lumo_gap_ev="7.710 / 7.020"
P 0.2715 -1.0897 0.2372 -0.87 -1.52 -1.23
H 0.1511 -2.0766 -0.8966 0.74 0.64 0.91
H -3.2338 -1.0051 0.1136 0.58 -0.15 -0.54
C 2.7505 0.5141 0.2056 0.93 -5.50 -1.04
H 3.0042 -0.0518 1.1729 -0.44 1.25 -1.04
C 1.3531 0.2294 -0.2013 -2.94 2.94 1.44
P -0.2854 1.5868 0.0534 3.31 -3.18 -0.84
H -3.1910 0.8208 -0.1268 1.50 -2.21 1.43
H -2.3175 -0.1608 1.2648 -0.36 0.60 2.98
H -1.1599 -0.0577 -1.4111 0.05 -0.31 -0.85
H 2.8479 1.5177 0.2075 1.07 3.18 0.39
C -2.5721 -0.1490 0.2741 -0.23 2.06 -3.35
C -1.1150 -0.0659 -0.3448 -2.05 0.90 0.57
H 3.4963 -0.0124 -0.5485 -1.28 1.30 1.18

---

[6]
19
Properties=species:S:1:pos:R:3:forces:R:3 method="wB97M-V/def2-TZVPD" charge=0 homo_ev="-8.135 / -8.135" e_tot_ha=-361.2244 molar_mass_g_mol=113.2 e_lumo_ev="0.96 / 0.96" homo_lumo_gap_ev="9.095 / 9.095"
H 0.5074 2.1468 1.0846 0.85 0.44 2.12
C -0.6297 0.3618 0.3216 3.31 1.28 3.99
H 2.3455 -0.9513 -1.3584 -0.51 -1.10 -0.78
H -4.7867 -0.8137 0.2727 1.01 0.25 -0.97
H -3.7587 -1.0220 -1.1508 0.10 -0.23 -0.57
H 2.8075 0.8277 0.2580 0.16 -0.43 0.31
C 2.4209 -1.2642 -0.3289 -1.44 0.47 0.07
H 3.3835 -1.6318 -0.2419 2.04 -0.67 0.76
N -1.8081 -0.0153 -0.2236 -6.65 -1.34 -1.59
H 0.7114 0.2567 -1.3595 0.08 0.73 -1.26
N -3.9794 -0.5234 -0.3122 -1.41 -0.26 0.79
H 1.6991 -1.9688 0.1104 0.17 -0.31 -1.18
H -0.2074 2.6169 -0.3964 -0.39 -0.89 -0.07
N -2.9918 -0.1028 0.4302 6.58 1.28 -0.62
C 0.1012 1.7597 0.2221 -1.40 -0.63 -2.24
C 0.7939 0.5890 -0.3559 -0.82 -1.66 1.25
H 1.7433 -0.1401 1.3712 0.60 0.17 0.47
H -0.4333 -0.1330 1.3076 -0.30 0.77 -0.39
C 2.0814 0.0076 0.3492 -1.98 2.13 -0.09